[1]
69
Properties=species:S:1:pos:R:3 method="wB97M-V/def2-TZVPD" multiplicity=2 charge=+2 relative_energy_kcal_mol=2.0 total_energy_ev=-85614.2683 orbital_gap_ev="8.717 / 9.245" s2=0.75 max_force_ev_per_a=0.13 lumo_ev="-6.322 / -5.977"
Te -0.6650 -4.1467 -1.6622
Ti -0.4650 -0.9119 -0.0077
F -1.8402 -4.9949 -0.5195
F 0.4299 -3.3377 -2.9307
F -2.1133 -3.2456 -2.4263
F 0.7742 -5.1075 -1.0277
F -0.9604 -5.4753 -2.8828
O -2.3238 -1.4279 0.9132
O 0.3224 -0.7691 2.1847
O -2.0579 0.8243 2.2391
O 3.5460 2.8635 -2.0651
O -0.3630 -2.8265 -0.4287
O -2.0358 -0.4985 -1.4180
O 3.2590 2.9380 1.8476
O 1.7028 -1.2443 0.1084
O 0.3999 -0.6291 -1.9755
N -0.1140 1.2856 0.0647
N 3.6235 4.1390 -0.0521
C -0.8060 3.5572 -0.1970
C -1.7580 -0.2513 -2.8147
C 1.4628 3.0611 0.3522
C -3.4025 -0.8631 -1.1341
C 2.8712 3.3759 0.7858
C 3.4099 4.1491 -1.4827
C -0.9725 1.1312 3.0909
C 1.5985 -1.4058 2.4321
C -0.0695 -0.0454 3.3840
C 1.8299 -0.6134 -2.1456
C 2.0025 -2.1475 1.1908
C 1.1134 1.7245 0.3578
C 2.3648 -1.5816 -1.1266
C 0.4839 4.0007 0.0694
C -0.3221 0.2029 -2.8939
C -3.0084 -0.0870 2.7638
C -3.3737 -1.8464 0.0109
C -2.6500 -1.4924 2.3208
C -1.0615 2.2008 -0.2008
H 0.0639 0.0505 -3.9023
H -3.8518 -1.3235 -2.0135
H -0.1902 1.2488 -2.6099
H 1.4471 -3.0734 1.0386
H -0.4163 1.9262 2.5978
H 2.3972 4.4729 -1.7069
H 0.7143 5.0590 0.0770
H -1.7740 -1.8923 2.8207
H 1.8570 0.9831 0.6124
H 4.4716 2.7084 -2.2836
H 3.0722 -2.3585 1.2097
H -2.0534 1.8227 -0.4037
H 2.3216 -0.6214 2.6668
H -3.0750 -0.0305 3.8541
H -2.4342 0.5192 -3.1878
H -3.9440 0.0495 -0.8786
H 2.0742 -0.9433 -3.1558
H 4.5642 4.2972 0.2848
H -1.3257 1.5216 4.0515
H -3.1547 -2.8595 -0.3152
H 2.1341 -2.6135 -1.3875
H -0.5273 -0.7596 4.0715
H 1.5165 -2.0855 3.2824
H -1.9118 -1.1814 -3.3589
H -3.9774 0.2024 2.3548
H 0.8337 0.3413 3.8604
H -4.3288 -1.8345 0.5343
H -1.6070 4.2539 -0.3992
H -3.4714 -2.1926 2.4668
H 4.1027 4.8659 -1.9191
H 2.1988 0.4046 -1.9871
H 3.4414 -1.4625 -0.9992

***

[2]
81
Properties=species:S:1:pos:R:3 method="wB97M-V/def2-TZVPD" charge=+1 total_energy_ev=-125121.7002 orbital_gap_ev=6.402 max_force_ev_per_a=6.80 lumo_ev=-5.010
S 1.0213 -4.0642 -1.2612
S -8.1615 1.5981 -1.5862
S -3.5221 -8.3692 1.0911
S 2.2528 0.0657 3.4664
S 3.3317 6.8068 0.2920
F -2.8699 2.0482 -2.9502
O -2.5453 0.7271 -2.7407
O -7.5743 0.0843 -1.5792
O 2.4704 8.1662 0.1041
O -4.3687 -6.9996 0.8798
O -9.1097 1.7146 -0.5192
O 1.8101 -2.8860 -1.4823
O 4.5502 7.1341 0.9658
O -3.1884 -8.6541 -0.4712
O -0.0419 -3.7449 -0.0786
O -2.2946 -8.0397 1.7580
O 1.2965 0.2123 4.5223
O 2.4467 5.7698 0.7455
O -8.4610 1.9668 -2.9359
O -4.4136 -9.3842 1.5612
O 1.9272 -5.1375 -0.4502
O 3.6228 0.8111 3.9110
O -6.7955 2.3554 -1.1385
O 2.8156 -1.4539 3.4986
O -2.6303 -0.2085 -0.5898
O 1.9676 0.4192 2.1059
O 3.6698 6.5495 -1.2734
O 0.3405 -4.7507 -2.3160
N 3.3803 -0.6938 -0.5762
N 1.1995 3.3147 0.4874
C 0.1504 -4.6658 0.9973
C 2.6913 8.6808 -1.2112
C 4.0865 0.4445 -1.2358
C 2.9023 2.8420 -1.4162
C -1.0203 1.6268 -0.7077
C -4.1431 -6.5119 -0.4427
C 1.4267 2.6445 -0.7816
C 4.5295 -0.1582 4.4416
C -0.0526 3.2502 1.2097
C -3.9362 -7.7565 -1.2924
C 3.8674 1.8675 -0.5245
C -5.8750 1.3919 -0.6304
C 2.9120 7.4535 -2.0816
C -1.2156 2.3895 0.6361
C 4.2349 -1.4355 3.6703
C 1.6206 -5.0487 0.9421
C -2.1276 0.6831 -1.3695
C 0.3305 1.7600 -1.4579
C -6.1567 0.1214 -1.4175
H 2.9034 -1.2928 -1.2798
H 5.5610 0.1723 4.3206
H 3.3533 1.6511 0.4903
H -3.2417 -5.8916 -0.4253
H -0.4910 -5.5340 0.8213
H -4.8906 -8.2318 -1.5355
H 0.5928 1.2677 -2.4562
H 3.2194 3.9424 -1.3513
H 1.9771 3.8759 0.9042
H -4.9884 -5.9127 -0.7815
H 3.5848 9.3107 -1.1818
H 1.8231 -5.9954 1.4428
H 1.9627 6.9720 -2.3331
H 4.6976 -1.4146 2.6794
H -0.1196 -4.2029 1.9472
H 2.6707 -0.3852 0.1027
H 2.2492 -4.2658 1.3774
H -3.3936 -7.5414 -2.2137
H 4.3095 -0.2795 5.5062
H -4.8479 1.7368 -0.7516
H -2.1799 2.3360 1.2361
H -6.0850 1.2537 0.4345
H -0.1058 3.8197 2.1967
H 3.4525 7.6896 -2.9988
H -5.8088 -0.7714 -0.8966
H 2.8956 2.5586 -2.5224
H 5.2213 0.2159 -1.1731
H 4.5655 -2.3262 4.2056
H 4.8521 2.4079 -0.2464
H 1.8396 9.2759 -1.5402
H 3.7710 0.4592 -2.3353
H -5.7009 0.1629 -2.4110

***

[3]
55
Properties=species:S:1:pos:R:3 method="wB97M-V/def2-TZVPD" multiplicity=6 charge=+1 relative_energy_kcal_mol=2.2 total_energy_ev=-27515.2155 orbital_gap_ev="7.229 / 4.114" s2=8.76 max_force_ev_per_a=3.15 lumo_ev="-1.950 / -6.690"
Ir 0.4375 -0.4151 -1.3661
N 0.9740 0.0203 4.3552
N -0.2189 0.4328 2.3777
N -1.4315 0.1057 4.2512
C -0.3856 0.6076 -4.7505
C -1.8343 0.0081 5.6305
C 1.0859 -0.1840 5.7834
C -0.5118 -2.3872 -1.1803
C 1.7506 1.1399 -0.5079
C 1.6578 1.3560 -1.9181
C -0.1980 0.2002 3.6621
C -0.7692 -1.6330 0.0134
C 0.1959 1.9574 -4.6865
C -2.5327 0.2204 3.3284
C 2.3288 -0.1678 -0.2971
C -1.7441 -0.5009 -1.7640
C -1.5184 -0.4610 -0.3517
C 2.2200 0.0457 3.6077
C 0.3617 -0.4886 -5.3915
C -1.8555 0.5157 -4.7563
C 2.1864 0.1899 -2.5852
C -1.0977 -1.6835 -2.2875
C 2.5938 -0.7491 -1.5847
H 0.6720 0.6591 6.3484
H 0.1658 -0.4960 -6.4791
H -0.3547 2.5741 -3.9645
H -2.2943 0.2402 -2.3315
H 1.4420 -0.3883 -5.2585
H 2.1503 -0.2471 6.0294
H -2.2918 1.2548 -4.0764
H 0.6277 -1.1316 6.0953
H 3.0225 -1.7319 -1.7630
H -3.3924 0.6615 3.8291
H -2.8112 -0.7600 2.9268
H 1.2535 2.2504 -2.3831
H -2.5866 -0.7874 5.7153
H -0.4599 -1.8806 1.0228
H -2.2580 0.7167 -5.7649
H 1.4219 1.8342 0.2642
H -2.3152 0.9478 5.9412
H 2.5262 -0.6228 0.6699
H -1.0254 -0.2137 6.3172
H 0.7137 0.4819 1.9655
H 0.0587 -1.4684 -5.0022
H 2.2790 0.0464 -3.6552
H 2.3065 0.9908 3.0588
H 3.0570 -0.0419 4.3020
H -1.0572 -1.9925 -3.3273
H 0.0431 -3.3202 -1.2338
H 0.1331 2.4638 -5.6661
H -2.2019 0.8291 2.4855
H 2.2580 -0.7843 2.8876
H -1.8296 0.3212 0.3336
H 1.2512 1.9466 -4.4035
H -2.1991 -0.4810 -4.4655

***

[4]
55
Properties=species:S:1:pos:R:3 method="wB97M-V/def2-TZVPD" relative_energy_kcal_mol=65.0 total_energy_ev=-27296.3235 orbital_gap_ev=8.686 max_force_ev_per_a=0.51 lumo_ev=0.804
O -2.0352 -5.4128 -1.3521
O -3.0109 -4.5359 1.2385
N 1.0789 0.7386 2.2524
N 1.2015 3.8754 -0.7273
C -1.1242 -3.2239 1.4349
C 1.2489 1.9973 1.5383
C 0.2786 -0.2676 1.5801
C 0.5882 3.3557 -1.9376
C 0.0867 -2.6881 1.0279
C 2.1663 1.8287 0.3237
C -0.1100 -3.9721 -0.9942
C 0.9450 5.5277 -3.1684
C -1.3227 -4.5147 -0.5882
C 2.4145 3.2028 -0.3131
C -0.0466 2.6931 1.0920
C -3.8538 -5.4788 0.6182
C 0.6823 0.9106 3.6322
C 0.2913 4.0174 0.3912
C -1.5009 -5.8220 -2.5842
C 0.5849 -3.0721 -0.2061
C -0.0738 4.4812 -2.7385
C -1.8437 -4.1284 0.6600
C 0.8024 -1.6826 1.8796
H -2.2203 -6.5326 -2.9895
H 1.5248 -2.6751 -0.5591
H 1.6794 5.0909 -3.8415
H -0.7846 -0.2094 1.8659
H 1.4636 5.9091 -2.2933
H -1.3940 -4.9827 -3.2796
H 0.3413 -0.1154 0.5022
H 1.7091 1.1709 -0.4168
H 1.3573 1.6136 4.1182
H -4.2346 -5.1160 -0.3387
H -0.1586 2.5728 -1.7331
H -0.5989 2.0446 0.4091
H 3.1092 1.3815 0.6391
H -0.3501 1.2773 3.7464
H 1.3727 2.9107 -2.5545
H -1.5508 -2.9527 2.3884
H -0.5597 4.0476 -3.6154
H 0.3101 -4.2529 -1.9467
H 0.7663 4.6904 1.1137
H 3.0737 3.1068 -1.1791
H -0.8459 4.9566 -2.1316
H 0.4567 6.3542 -3.6794
H 2.9117 3.8506 0.4176
H 0.7608 -0.0456 4.1465
H 0.6524 -1.9165 2.9335
H -0.5331 -6.3196 -2.4616
H -4.6845 -5.6137 1.3114
H 1.8725 -1.6984 1.6710
H -3.3495 -6.4354 0.4658
H -0.6851 2.8953 1.9539
H -0.6243 4.4962 0.0388
H 1.7644 2.6678 2.2388

***

[5]
59
Properties=species:S:1:pos:R:3 method="wB97M-V/def2-TZVPD" multiplicity=5 total_energy_ev=-49194.2184 orbital_gap_ev="4.483 / 5.721" s2=6.06 max_force_ev_per_a=3.56 lumo_ev="0.442 / -2.761"
Pt -0.5843 0.0841 -0.2426
P -1.0690 0.2680 -2.4123
Si 2.2435 -0.4346 -1.0091
O -1.9526 3.2573 -1.0735
O 2.7632 2.5955 3.4372
N 0.0633 -0.0343 1.6919
N 0.8702 -1.3304 -0.4504
N 2.6121 1.5973 5.4970
C -1.2950 -4.2750 -0.8605
C 0.1729 -1.3683 3.6394
C 1.0627 -0.4830 4.2315
C 1.3910 -3.5993 -1.2151
C -2.8339 0.3521 -2.9094
C -0.5922 -1.1812 -3.4857
C -0.4486 3.6901 0.6980
C -1.8559 3.3165 0.1409
C 2.3954 1.4549 -0.8042
C -0.3686 1.5294 -3.5544
C -2.9129 2.7811 1.1386
C 2.2845 1.7214 4.1631
C 0.5024 -2.6384 -0.6535
C 0.9033 0.8801 2.2423
C 0.9042 -4.8460 -1.5801
C -0.3713 -1.1108 2.3799
C -0.4328 -5.2310 -1.3998
C -0.8593 -2.9999 -0.5073
C 1.3572 0.7140 3.5738
H 1.5903 -5.5933 -1.9605
H -3.6714 3.5902 1.3015
H -3.3793 1.1724 -2.4317
H -0.7732 1.3859 -4.5704
H -0.3275 3.5116 1.7964
H -3.4335 1.8840 0.7595
H 0.4772 -1.4265 -3.4102
H -1.0963 -1.7844 1.8996
H -1.4543 1.2658 0.1173
H -1.5846 -2.2362 -0.1607
H 1.2236 1.7015 1.5890
H -2.5767 2.4435 2.1472
H -0.7956 -0.9606 -4.5502
H 0.7246 1.5160 -3.6432
H -0.8051 -6.2463 -1.5712
H -0.6806 2.5178 -3.2099
H 2.2917 -0.4956 -2.5169
H 3.2346 1.6148 -1.5048
H -2.9589 0.4762 -3.9978
H 3.1000 2.3928 5.8898
H 3.4017 -0.8724 -0.1956
H -3.3048 -0.5936 -2.6186
H 2.7787 1.7292 0.1883
H 1.6149 2.1759 -1.0769
H -2.3290 -4.5086 -0.6277
H 0.4155 3.1899 0.1444
H -0.1275 -2.2866 4.1306
H 2.4523 -3.3763 -1.3717
H -1.1757 -2.0644 -3.1876
H 1.5232 -0.6995 5.1988
H 2.0596 1.0581 6.1621
H -0.3633 4.8091 0.6052

***

[6]
59
Properties=species:S:1:pos:R:3 method="wB97M-V/def2-TZVPD" charge=+1 total_energy_ev=-43713.3543 orbital_gap_ev=8.413 max_force_ev_per_a=2.55 lumo_ev=-2.984
S 0.5312 2.0694 -1.9310
O 1.7111 -3.4528 -0.4292
O 1.9422 -1.6558 0.7568
O -1.6145 1.6790 4.3978
O 1.0908 4.2840 2.5222
N -0.5740 1.8830 2.4800
N 1.7344 -1.0057 -1.8059
N 2.1857 3.5552 0.7125
C -2.0003 3.7558 3.3357
C -0.4546 -2.0648 -2.1457
C 1.3915 3.1093 -3.1413
C -1.7232 -3.7813 -0.8287
C -0.9607 -3.9639 0.3429
C 0.0444 2.4899 1.2858
C -0.4299 3.3657 -1.0901
C -1.6228 -6.3086 0.3968
C -1.3568 2.3869 3.4379
C 0.9512 -2.3599 0.0397
C 1.1549 3.5231 1.5675
C 0.5007 -1.4381 -1.1206
C -1.8053 -2.4442 -1.5262
C -0.1801 -2.8231 0.9601
C -2.3789 -6.1265 -0.7609
C -0.9199 -5.2329 0.9459
C -2.4285 -4.8697 -1.3671
C -1.0156 2.9619 0.2681
C 3.3175 4.4719 0.8390
H 0.6604 3.6404 -3.7531
H 0.2457 -3.1414 1.9169
H -2.1480 -1.6709 -0.8299
H -0.3486 -5.3968 1.8563
H -0.0013 -2.9467 -2.6118
H -1.7383 2.1607 0.1089
H 2.0187 3.8377 -2.6254
H -2.5543 -2.4978 -2.3245
H -3.0307 -4.7495 -2.2641
H 2.4365 -2.3075 1.2905
H -0.0078 -0.5775 -0.6666
H 2.0447 -1.7317 -2.4494
H -0.8518 -1.9874 1.1781
H -1.2513 3.6614 -1.7442
H 2.1637 2.9354 -0.0796
H -2.9337 -6.9595 -1.1861
H -0.2512 0.9613 2.7246
H 1.1058 -4.2042 -0.5961
H -0.6422 -1.3332 -2.9389
H 1.5907 -0.1222 -2.2942
H -1.2691 4.5159 3.0791
H -1.5429 3.8281 0.6633
H -2.7945 3.7244 2.5953
H 2.0151 2.4926 -3.7888
H 4.0537 4.2847 0.0566
H -2.4308 4.0069 4.3044
H 2.9649 5.5033 0.7652
H 3.7894 4.3405 1.8158
H 0.5590 1.6589 0.8085
H -1.5912 -7.2848 0.8751
H 0.2003 4.2446 -0.9496
H 2.4484 -0.8935 -1.0780

***

[7]
59
Properties=species:S:1:pos:R:3 method="wB97M-V/def2-TZVPD" relative_energy_kcal_mol=552.1 total_energy_ev=-34351.2292 orbital_gap_ev=6.971 max_force_ev_per_a=16.71 lumo_ev=-0.896
O 2.2441 -2.6180 1.5941
O -1.4476 2.1268 -3.5011
O 1.8225 1.8213 -3.5845
O 3.1440 -2.8130 -0.6375
N -1.3445 1.9404 -0.3720
N 2.0642 1.5888 -0.2355
N -3.2064 0.4999 1.1685
N 3.2463 -0.6657 0.4848
C 2.8737 -4.1616 -0.4159
C 4.0360 -4.8124 0.1801
C -1.4649 -1.2827 1.3712
C -1.0493 -2.6990 1.7938
C -2.7952 -0.7827 1.5847
C -5.8678 0.3290 1.9081
C -2.7068 2.0183 -0.5058
C 3.7614 -0.2490 -0.6663
C -3.3983 0.8147 -0.2955
C 0.9168 2.0886 -2.7869
C -4.4191 1.0489 1.7492
C 2.8068 -1.9600 0.6063
C 2.7155 0.0736 1.5663
C 1.5796 0.8750 0.9096
C 3.5024 1.3648 -0.6522
C -0.3659 1.9908 -2.6491
C 0.9812 1.6885 -1.1695
C -0.2696 1.8875 -1.0843
C -6.8011 1.0733 2.7793
H -4.5797 0.5623 -0.5403
H -0.9569 -0.5181 2.2008
H 4.0667 2.0037 -0.3054
H -4.0284 1.0823 3.2436
H 1.6319 2.1673 1.5138
H -1.5553 -3.2903 1.1556
H -6.2186 0.1840 0.9150
H -2.8969 2.3107 -1.6578
H 0.6394 0.6191 1.0293
H 5.0111 -4.6395 -0.2195
H 0.0661 -2.9005 1.7963
H -4.5616 2.1858 1.7079
H -3.2770 -1.1734 2.4882
H 3.5311 0.8546 1.7516
H 3.7354 -6.0544 0.1285
H 1.9537 -4.3524 0.0661
H -7.7276 0.4893 2.5543
H -1.1414 -0.9258 0.2312
H 3.4937 1.6990 -1.9026
H -1.1954 1.7232 0.6623
H 4.7101 -0.1452 -0.7883
H -5.6753 -0.7184 2.2316
H -2.8092 -0.0668 -0.7499
H 3.9732 -4.6852 1.4862
H 3.2354 -0.8099 -1.6720
H 2.3783 -0.2404 2.3117
H -3.4703 2.7604 -0.0738
H -1.3711 -2.9756 3.0013
H -6.9508 1.9702 2.4184
H -6.3925 1.0671 3.7837
H 2.9347 -4.3311 -1.2942
H -3.3736 -1.6085 0.9994

***

[8]
57
Properties=species:S:1:pos:R:3 method="wB97M-V/def2-TZVPD" charge=-2 relative_energy_kcal_mol=12.4 total_energy_ev=-40493.8944 orbital_gap_ev=4.481 max_force_ev_per_a=0.29 lumo_ev=4.979
Pd -0.2506 -0.5105 -1.4855
S 0.1418 -2.5564 -0.3467
N 1.2637 1.7883 -0.5015
N 1.0814 -0.2075 1.6918
N -1.9497 0.3687 -1.5122
N 1.9077 1.0220 -2.7817
C 2.0642 -1.1932 1.2738
C 2.2033 1.4377 -3.9722
C -2.9396 3.7349 -0.4557
C 3.5717 -0.5231 -4.8640
C -2.0175 2.9376 -2.6547
C -3.3558 2.2256 1.3472
C 2.2288 1.7600 0.5646
C -2.4697 2.7031 -1.2438
C -2.4099 1.3360 -0.7461
C 2.3741 0.4124 -5.0960
C 1.0711 -0.3572 -5.3620
C 2.6897 1.2188 -6.3656
C 1.6744 -0.3315 -2.2245
C 1.6129 1.1362 1.8223
C -3.3933 3.5340 0.8519
C 1.6885 2.1648 -1.8075
C 1.4305 -2.5379 0.9538
C -2.8918 1.1513 0.6138
C -2.8863 -0.2339 1.2100
H 2.7757 0.5587 -7.2388
H 0.7054 -0.9063 -4.4967
H -2.9556 4.7384 -0.8798
H 2.7854 -1.3281 2.0946
H 3.4150 -1.2177 -4.0428
H 1.8953 -1.0523 -2.9975
H -2.2698 -0.9081 0.6194
H -2.1075 3.9936 -2.9279
H 2.3777 1.1357 2.6106
H 1.9003 1.9509 -6.5461
H 4.4625 0.0715 -4.6378
H -3.8990 -0.6566 1.2501
H 0.8045 1.7881 2.1698
H 3.7781 -1.1026 -5.7713
H 0.2850 0.3482 -5.6455
H -2.6038 2.3303 -3.3540
H -3.7523 4.3578 1.4588
H 2.6173 2.7618 0.8301
H 3.6262 1.7694 -6.2422
H 0.3362 -0.2174 0.9988
H 2.6291 2.7180 -1.7897
H 2.6387 -0.8712 0.3976
H 0.9383 2.7948 -2.2691
H 2.4238 -0.4704 -1.4418
H -2.4910 -0.2289 2.2308
H -3.6940 2.0354 2.3655
H 1.2115 -1.0581 -6.1938
H 0.9673 -2.9328 1.8628
H 0.3721 2.1822 -0.2380
H -0.9837 2.6108 -2.8077
H 3.0942 1.1758 0.2385
H 2.2403 -3.2219 0.6789